This record from the Open Molecules 2025 dataset describes a 17-piece molecular cluster, C25H84IN32O18P overall. The level of theory is ωB97M-V with the def2-TZVPD basis set.

Results
electronic energy: -129233.7893 eV
2S+1: 1

Last column: Löwdin charge in e.
Cartesian coordinates (Å):
I1 1.213993 -5.402390 2.454077  0.117
P1 1.591252 -2.742047 1.960385  0.632
O1 -5.276874 -0.796550 5.516650  0.017
O2 -5.835193 -6.660695 3.117787  0.031
O3 4.356133 6.834750 -5.347361  0.002
O4 3.099722 0.425155 9.875064  0.017
O5 0.730236 1.543685 1.904665  -0.057
O6 -3.469406 -2.858680 -4.967273  0.012
O7 2.853572 1.362938 -0.692476  0.011
O8 7.896014 1.749191 -7.712314  0.003
O9 4.636798 2.034432 -4.329307  -0.015
O10 -1.001098 -12.944971 -0.755018  0.015
O11 3.972241 3.992165 -9.561954  -0.013
O12 -0.463663 -2.697630 -0.816603  0.006
O13 -4.281248 8.378246 -0.928831  0.000
O14 -0.155097 1.315584 3.957393  0.093
O15 -2.195725 3.237944 -0.832989  0.021
O16 -0.681522 3.833891 -3.045830  0.010
O17 -3.266655 -9.602286 3.210689  -0.004
O18 4.903366 0.281266 5.487097  0.022
N1 -2.214240 -11.404787 0.390572  0.156
N2 -1.598264 5.194227 0.146528  0.157
N3 -7.924166 -6.704462 2.250271  0.147
N4 2.286101 -0.510380 7.975908  0.165
N5 -6.335346 8.519153 -1.875623  0.154
N6 9.821859 1.220898 -8.779446  0.160
N7 7.981424 1.968196 -9.959977  0.170
N8 -4.604942 -0.771712 7.680830  0.148
N9 -5.860512 9.647623 0.082577  0.155
N10 -1.128977 -9.169355 2.609935  0.149
N11 5.319035 2.164387 6.680501  0.159
N12 -4.844021 -1.806110 -3.509539  0.161
N13 0.690884 1.988081 -0.975466  0.175
N14 -2.673105 -7.465489 2.685015  0.168
N15 -0.652603 -1.215777 -2.519357  0.168
N16 2.109779 1.907012 -2.780102  0.175
N17 6.706401 1.403317 -5.049868  0.166
N18 -2.429532 -13.650633 0.859827  0.141
N19 3.244573 1.802870 5.729516  0.162
N20 4.444801 5.446416 -7.886175  0.164
N21 -6.347709 -5.219739 1.440823  0.151
N22 2.281734 5.186166 -8.634991  0.148
N23 -5.615487 -2.487748 -5.581585  0.153
N24 -1.467528 5.921973 -2.655445  0.150
N25 5.218765 7.723844 -3.451910  0.150
N26 1.153412 -0.733096 9.975882  0.140
N27 0.603183 5.266164 -1.857121  0.166
N28 -6.281261 -2.202087 6.984980  0.149
N29 5.120260 2.023357 -6.553128  0.173
N30 -3.587613 5.024709 -0.999883  0.157
N31 -1.548889 -3.327646 -2.710498  0.163
N32 4.773952 5.458422 -3.601594  0.177
C1 -2.448235 4.404360 -0.580996  -0.691
C2 5.430354 1.824317 -5.243549  -0.663
C3 -4.574290 -2.412012 -4.702821  -0.670
C4 -5.382839 -1.226541 6.650300  -0.698
C5 -5.420165 8.819344 -0.907691  -0.679
C6 2.450798 -0.066811 2.710366  -0.215
C7 -1.916477 -2.871445 5.580613  -0.099
C8 2.171712 -0.997220 1.519017  -0.334
C9 2.242051 -0.229826 9.309096  -0.686
C10 -1.595227 1.448118 2.019792  0.041
C11 -2.417341 -8.790540 2.865241  -0.692
C12 4.754121 6.680557 -4.201486  -0.664
C13 -0.862349 -2.438648 -1.944247  -0.666
C14 4.519108 1.349512 5.932163  -0.694
C15 -0.296928 1.409096 2.759569  -0.531
C16 -1.240393 -3.366633 4.284330  -0.284
C17 8.529104 1.650091 -8.755842  -0.648
C18 -0.666559 -2.176484 3.525496  -0.269
C19 2.064800 1.374975 2.415474  -0.163
C20 -6.644465 -6.223587 2.322419  -0.674
C21 3.599970 4.832589 -8.752164  -0.699
C22 -0.524840 4.939406 -2.552674  -0.689
C23 -1.824447 -12.680091 0.103054  -0.692
C24 -0.188939 -2.385783 2.077156  -0.394
C25 1.954377 1.727556 -1.439673  -0.673
H1 2.286318 -2.724636 3.169280  0.005
H2 5.009034 3.031220 7.075458  0.093
H3 -6.788832 10.023332 0.117618  0.096
H4 1.297397 4.546293 -1.748446  0.090
H5 -2.880438 -11.168995 1.106558  0.078
H6 5.221493 8.630953 -3.879087  0.101
H7 5.116767 5.305814 -2.672342  0.099
H8 -0.955037 -0.991331 -3.448973  0.096
H9 -0.461736 -4.081801 4.546240  0.036
H10 -5.740686 -1.427240 -3.272441  0.093
H11 -0.413837 -8.535167 2.301703  0.061
H12 -8.163446 -7.453749 2.872394  0.103
H13 -3.000109 -2.803949 5.483327  0.060
H14 1.625964 4.722411 -9.234319  0.097
H15 -7.001410 -4.855822 0.775373  0.089
H16 2.704004 1.731936 1.609223  0.112
H17 -5.207902 9.885646 0.805909  0.106
H18 10.244864 0.981584 -7.902232  0.107
H19 -1.784310 -10.664216 -0.131169  0.102
H20 0.121928 -1.712673 4.124693  0.091
H21 4.466675 4.665507 -4.140510  0.092
H22 0.518218 1.880394 0.009554  0.058
H23 -4.235844 4.480738 -1.536792  0.107
H24 3.092845 -1.114060 0.943986  0.080
H25 -1.562251 -1.861500 5.804850  0.062
H26 -6.530429 -2.129445 -5.386478  0.093
H27 1.957539 5.873973 -7.981756  0.093
H28 -0.910351 -10.140572 2.729549  0.094
H29 -3.609232 -7.132619 2.854218  0.066
H30 5.797774 1.910295 -7.287935  0.063
H31 -4.671886 -1.118057 8.618430  0.089
H32 10.357643 1.132796 -9.621580  0.097
H33 1.094535 -0.548591 10.959226  0.097
H34 -0.052073 2.289955 -1.584016  0.054
H35 -1.852200 0.437738 1.696373  0.091
H36 -2.311343 5.696057 -3.147779  0.105
H37 7.301957 1.252883 -5.846020  0.054
H38 -0.742465 4.778774 0.464648  0.101
H39 -1.364212 6.831906 -2.249446  0.098
H40 3.003404 1.712328 -3.208524  0.054
H41 -2.382259 1.856452 2.646959  0.097
H42 2.896402 2.668193 6.096148  0.103
H43 3.074582 -0.165531 7.458038  0.072
H44 -1.722529 -4.235634 -2.321040  0.107
H45 7.028978 1.245714 -4.114303  0.105
H46 -0.733981 -3.182627 1.575013  0.048
H47 5.561924 7.620079 -2.516373  0.092
H48 2.205216 2.018253 3.283545  0.103
H49 1.958469 -0.410947 3.625474  0.081
H50 -6.847168 -2.575145 6.245297  0.102
H51 -5.438722 -2.930943 -6.463869  0.105
H52 -1.965370 -3.878280 3.648395  0.102
H53 7.030685 2.293412 -9.966303  0.109
H54 0.753156 6.163930 -1.438731  0.094
H55 -1.960820 -6.820776 2.391167  0.053
H56 -6.372726 -2.576579 7.909503  0.090
H57 3.523770 -0.051789 2.912181  0.115
H58 2.628380 1.220560 5.189684  0.073
H59 0.440949 -1.281537 9.533650  0.086
H60 4.149976 6.089189 -7.171140  0.047
H61 -7.273253 8.872121 -1.878391  0.096
H62 1.350579 2.227220 -3.356534  0.084
H63 6.254891 1.850472 6.856969  0.105
H64 8.478334 1.897394 -10.827270  0.099
H65 -3.099808 -13.449939 1.577520  0.091
H66 -1.791635 6.155161 0.358383  0.098
H67 -3.792644 5.988458 -0.799838  0.066
H68 4.196212 2.343555 -6.776644  0.100
H69 -0.134338 -0.534241 -1.993270  0.082
H70 -2.164952 -14.600669 0.681753  0.096
H71 -6.034654 7.922680 -2.623535  0.103
H72 2.200874 -3.254622 0.824028  -0.019
H73 -1.479801 2.036748 1.109875  0.055
H74 -1.674128 -3.510474 6.429332  0.065
H75 1.580065 -1.036382 7.496727  0.094
H76 -1.463346 -1.427213 3.483167  0.107
H77 -4.094418 -1.747516 -2.842768  0.096
H78 -5.426505 -4.825720 1.483157  0.102
H79 -0.356591 -1.481984 1.498913  0.054
H80 -1.899318 -3.113875 -3.631404  0.055
H81 -8.605297 -6.372287 1.595682  0.089
H82 5.414159 5.196027 -7.941524  0.102
H83 1.466867 -0.530083 0.831780  0.064
H84 -3.925254 -0.066562 7.463901  0.102

Forces on atoms 1 to 2 (eV/Å):
I -0.15 -0.90 0.16
P 0.36 2.33 -0.67


This record from the Open Molecules 2025 dataset describes C7H8N4 as an isolated structure. The level of theory is ωB97M-V with the def2-TZVPD basis set.

Results
electronic energy: -13345.5093 eV
2S+1: 1

Last column: natural (NBO) charge in e.
Cartesian coordinates (Å):
N1 -1.997129 -0.502796 1.561329  -0.051
N2 -0.821930 -0.770685 1.508137  -0.094
N3 -4.197483 -0.935469 -0.855703  -0.264
N4 -0.740937 3.374968 0.010581  -0.298
C1 -1.005490 2.274636 -0.163764  0.253
C2 -3.552301 -0.166305 -0.257097  0.270
C3 1.265512 0.503430 0.788298  -0.629
C4 -2.554490 0.457814 0.514253  -0.284
C5 0.350877 -1.347362 -0.659707  -0.645
C6 -0.093878 -0.236804 0.397079  0.165
C7 -1.428620 0.904406 -0.333053  -0.355
H1 1.266677 1.370066 0.102701  0.234
H2 -2.870256 1.361690 0.997120  0.272
H3 2.106447 -0.180165 0.587177  0.223
H4 -0.254477 -2.367119 -0.690485  0.243
H5 -1.387045 0.615671 -1.452335  0.279
H6 0.309701 -0.877592 -1.661301  0.226
H7 1.238174 0.884167 1.785030  0.232
H8 1.419465 -1.649780 -0.478530  0.223

Forces on atoms 1 to 2 (eV/Å):
N -1.54 -0.35 1.45
N 0.21 0.14 -0.95


| no. | highest occupied orbital energy (Ha) | LUMO (eV) | strongest force on any atom (Eh/bohr) |
| --- | --- | --- | --- |
| 1 | -0.277 | -0.02 | 0.048 |
| 2 | -0.372 | 0.16 | 0.095 |